# C30H73N2O8S

6 unconnected molecules or ions with the total composition C30H73N2O8S at a distorted geometry (wB97M-V/def2-TZVPD, the OMol25 dataset).

Last columns: bonded neighbours and bond lengths (Å).
Positions of all 114 atoms, in Å:
1 S -1.722 -0.489 1.167  C16 1.824, H103 1.338
2 O 0.308 0.077 -0.515  C14 1.406, C16 1.397
3 O 5.029 0.404 -0.111  C22 1.419, C39 1.410
4 O 0.524 -6.943 -2.471  C12 1.421, C29 1.420
5 O -1.851 4.858 -3.575  C13 1.414, C23 1.418
6 O 2.330 0.940 -0.234  C14 1.381, C38 1.420
7 O 0.619 -2.861 4.702  C21 1.421, C27 1.416
8 O 2.363 5.014 0.406  C33 1.420, C36 1.415
9 O -5.841 3.651 1.238  C26 1.413, C37 1.418
10 N 1.291 -2.307 -0.643  C17 1.511, C31 1.487, C35 1.504, H46 1.021
11 N 2.033 -4.320 1.510  C15 1.479, H59 1.013, H78 1.012
12 C 1.287 -7.823 -3.286  O4 1.421, C28 1.518, H89 1.091, H90 1.095
13 C -2.744 4.045 -2.840  O5 1.414, C34 1.520, H42 1.096, H82 1.091
14 C 1.465 -0.005 0.280  O2 1.406, O6 1.381, C31 1.555, H70 1.094
15 C 2.749 -4.204 0.221  N11 1.479, C17 1.500, H51 1.084, H87 1.084
16 C -0.668 -0.891 -0.267  S1 1.824, O2 1.397, C35 1.527, H66 1.081
17 C 1.831 -3.703 -0.854  N10 1.511, C15 1.500, H105 1.080, H107 1.086
18 C -6.362 6.042 1.529  C37 1.519, H53 1.090, H65 1.091, H96 1.091
19 C -3.459 5.548 -5.312  C23 1.519, H74 1.090, H108 1.090, H114 1.091
20 C 1.643 7.277 -0.255  C33 1.518, H57 1.091, H58 1.090, H85 1.091
21 C 0.398 -3.572 5.912  O7 1.421, C30 1.518, H72 1.090, H86 1.095
22 C 5.951 -0.650 0.120  O3 1.419, C24 1.532, H55 1.085, H110 1.093
23 C -2.100 4.962 -4.968  O5 1.418, C19 1.519, H99 1.096, H112 1.090
24 C 7.264 -0.388 -0.623  C22 1.532, H75 1.081, H76 1.082, H92 1.083
25 C -3.395 3.940 1.349  C26 1.520, H50 1.090, H54 1.092, H80 1.091
26 C -4.651 3.833 0.499  O9 1.413, C25 1.520, H44 1.092, H111 1.096
27 C -0.494 -2.155 4.182  O7 1.416, C32 1.518, H71 1.096, H79 1.091
28 C 0.636 -8.153 -4.617  C12 1.518, H67 1.090, H69 1.091, H102 1.090
29 C -0.766 -7.406 -2.098  O4 1.420, C40 1.518, H77 1.092, H81 1.095
30 C -0.677 -4.639 5.814  C21 1.518, H45 1.090, H64 1.091, H73 1.091
31 C 2.111 -1.419 0.222  N10 1.487, C14 1.555, H100 1.079, H104 1.079
32 C -1.043 -1.083 5.106  C27 1.518, H68 1.090, H84 1.091, H97 1.091
33 C 2.472 6.044 -0.566  O8 1.420, C20 1.518, H49 1.095, H56 1.090
34 C -2.770 2.592 -3.287  C13 1.520, H60 1.092, H62 1.090, H113 1.092
35 C -0.096 -2.292 -0.063  N10 1.504, C16 1.527, H61 1.081, H94 1.082
36 C 1.065 4.490 0.612  O8 1.415, C41 1.519, H91 1.096, H109 1.092
37 C -6.166 4.676 2.163  O9 1.418, C18 1.519, H47 1.096, H93 1.090
38 C 3.129 1.646 0.703  O6 1.420, C39 1.520, H48 1.089, H106 1.084
39 C 4.435 0.948 1.046  O3 1.410, C38 1.520, H63 1.094, H88 1.089
40 C -0.756 -8.700 -1.304  C29 1.518, H43 1.090, H52 1.090, H98 1.091
41 C 0.446 3.866 -0.627  C36 1.519, H83 1.091, H95 1.092, H101 1.092
42 H -3.751 4.476 -2.854  C13 1.096
43 H -0.360 -9.533 -1.884  C40 1.090
44 H -4.574 2.961 -0.153  C26 1.092
45 H -0.750 -5.182 6.756  C30 1.090
46 H 1.218 -1.870 -1.564  N10 1.021
47 H -5.417 4.724 2.961  C37 1.096
48 H 2.603 1.846 1.636  C38 1.089
49 H 2.229 5.657 -1.562  C33 1.095
50 H -3.421 4.811 2.004  C25 1.090
51 H 3.056 -5.193 -0.100  C15 1.084
52 H -1.770 -8.960 -1.003  C40 1.090
53 H -6.668 6.764 2.287  C18 1.090
54 H -3.278 3.055 1.978  C25 1.092
55 H 6.178 -0.742 1.177  C22 1.085
56 H 3.528 6.311 -0.582  C33 1.090
57 H 0.574 7.063 -0.249  C20 1.091
58 H 1.821 8.044 -1.009  C20 1.090
59 H 2.484 -3.731 2.200  N11 1.013
60 H -3.434 2.016 -2.640  C34 1.092
61 H -0.697 -3.061 -0.527  C35 1.081
62 H -3.128 2.483 -4.311  C34 1.090
63 H 4.251 0.187 1.810  C39 1.094
64 H -0.440 -5.350 5.021  C30 1.091
65 H -7.134 5.998 0.759  C18 1.091
66 H -1.301 -0.907 -1.143  C16 1.081
67 H 1.300 -8.782 -5.210  C28 1.090
68 H -1.440 -1.505 6.030  C32 1.090
69 H 0.427 -7.242 -5.179  C28 1.091
70 H 1.191 0.235 1.311  C14 1.094
71 H -1.285 -2.852 3.881  C27 1.096
72 H 1.354 -4.039 6.147  C21 1.090
73 H -1.660 -4.216 5.601  C30 1.091
74 H -3.578 6.530 -4.854  C19 1.090
75 H 7.415 0.682 -0.657  C24 1.081
76 H 7.226 -0.814 -1.617  C24 1.082
77 H -1.191 -6.609 -1.484  C29 1.092
78 H 2.094 -5.266 1.865  N11 1.012
79 H -0.130 -1.684 3.268  C27 1.091
80 H -2.517 4.031 0.709  C25 1.091
81 H -1.407 -7.498 -2.980  C29 1.095
82 H -2.398 4.090 -1.806  C13 1.091
83 H 0.283 4.595 -1.422  C41 1.091
84 H -1.854 -0.544 4.614  C32 1.091
85 H 1.910 7.681 0.723  C20 1.091
86 H 0.180 -2.876 6.728  C21 1.095
87 H 3.659 -3.622 0.316  C15 1.084
88 H 5.112 1.674 1.494  C39 1.089
89 H 2.230 -7.305 -3.464  C12 1.091
90 H 1.529 -8.738 -2.737  C12 1.095
91 H 0.403 5.253 1.035  C36 1.096
92 H 8.064 -0.879 -0.082  C24 1.083
93 H -7.098 4.355 2.628  C37 1.090
94 H 0.034 -2.545 0.980  C35 1.082
95 H 1.097 3.083 -1.022  C41 1.092
96 H -5.448 6.417 1.066  C18 1.091
97 H -0.262 -0.371 5.373  C32 1.091
98 H -0.143 -8.595 -0.408  C40 1.091
99 H -1.964 3.990 -5.455  C23 1.096
100 H 2.121 -1.816 1.225  C31 1.079
101 H -0.520 3.422 -0.380  C41 1.092
102 H -0.304 -8.692 -4.492  C28 1.090
103 H -2.952 -0.626 0.656  S1 1.338
104 H 3.104 -1.358 -0.196  C31 1.079
105 H 0.999 -4.379 -0.989  C17 1.080
106 H 3.352 2.610 0.258  C38 1.084
107 H 2.364 -3.697 -1.800  C17 1.086
108 H -3.556 5.654 -6.392  C19 1.090
109 H 1.187 3.724 1.382  C36 1.092
110 H 5.535 -1.597 -0.230  C22 1.093
111 H -4.741 4.707 -0.157  C26 1.096
112 H -1.317 5.616 -5.349  C23 1.090
113 H -1.767 2.162 -3.235  C34 1.092
114 H -4.279 4.917 -4.967  C19 1.091

## Properties
Charge: +1
Total energy (a.u.): -2296.0889

These are the Mulliken partial charges, in e, on atoms 1 to 99: number 1, S, carries -0.181; number 2, O, carries -0.535; number 3, O, carries -0.335; number 4, O, carries -0.334; number 5, O, carries -0.374; number 6, O, carries -0.524; number 7, O, carries -0.406; number 8, O, carries -0.429; number 9, O, carries -0.470; number 10, N, carries 0.167; number 11, N, carries -0.436; number 12, C, carries -0.350; number 13, C, carries 0.257; number 14, C, carries 0.191; number 15, C, carries -0.634; number 16, C, carries 0.130; number 17, C, carries -0.726; number 18, C, carries -1.044; number 19, C, carries -1.030; number 20, C, carries -1.049; number 21, C, carries -0.357; number 22, C, carries 0.014; number 23, C, carries -0.371; number 24, C, carries -1.270; number 25, C, carries -0.407; number 26, C, carries -0.267; number 27, C, carries 0.666; number 28, C, carries -1.079; number 29, C, carries -0.230; number 30, C, carries -1.018; number 31, C, carries -1.129; number 32, C, carries -1.264; number 33, C, carries -0.319; number 34, C, carries -1.150; number 35, C, carries -1.119; number 36, C, carries -0.726; number 37, C, carries -0.279; number 38, C, carries -0.423; number 39, C, carries -0.812; number 40, C, carries -1.150; number 41, C, carries -0.462; number 42, H, carries 0.319; number 43, H, carries 0.268; number 44, H, carries 0.168; number 45, H, carries 0.410; number 46, H, carries 0.404; number 47, H, carries 0.290; number 48, H, carries 0.427; number 49, H, carries 0.303; number 50, H, carries 0.312; number 51, H, carries 0.596; number 52, H, carries 0.404; number 53, H, carries 0.391; number 54, H, carries 0.277; number 55, H, carries 0.358; number 56, H, carries 0.378; number 57, H, carries 0.234; number 58, H, carries 0.404; number 59, H, carries 0.134; number 60, H, carries 0.381; number 61, H, carries 0.632; number 62, H, carries 0.350; number 63, H, carries 0.327; number 64, H, carries 0.263; number 65, H, carries 0.281; number 66, H, carries 0.552; number 67, H, carries 0.389; number 68, H, carries 0.361; number 69, H, carries 0.301; number 70, H, carries 0.539; number 71, H, carries 0.272; number 72, H, carries 0.363; number 73, H, carries 0.255; number 74, H, carries 0.289; number 75, H, carries 0.343; number 76, H, carries 0.320; number 77, H, carries 0.285; number 78, H, carries 0.280; number 79, H, carries -0.575; number 80, H, carries -0.150; number 81, H, carries 0.320; number 82, H, carries -0.247; number 83, H, carries 0.457; number 84, H, carries 0.354; number 85, H, carries 0.294; number 86, H, carries 0.307; number 87, H, carries 0.123; number 88, H, carries 0.490; number 89, H, carries 0.296; number 90, H, carries 0.323; number 91, H, carries 0.450; number 92, H, carries 0.352; number 93, H, carries 0.360; number 94, H, carries 0.319; number 95, H, carries 0.064; number 96, H, carries 0.267; number 97, H, carries 0.350; number 98, H, carries 0.298; number 99, H, carries 0.310